No. 1
14
Properties=species:S:1:pos:R:3:mulliken_spin:R:1 method="wB97M-V/def2-TZVPD" total_charge=+1 s2=2.03 multiplicity=3 homo_energy_ev="-13.06 / -16.77" orbital_gap_ev="7.65 / 9.58" e_above_lowest_kj_mol=89.2
C -0.53 -1.97 -0.41 0.876
C -1.03 1.25 0.30 -0.009
C 1.03 0.16 0.76 0.458
N 0.71 1.20 -1.30 0.614
N 0.28 0.89 -0.13 -0.101
Cl 2.66 -0.20 0.45 0.092
H -1.36 -1.35 -0.38 0.047
H -0.02 -2.29 0.51 0.028
H -0.22 -2.51 -1.28 0.031
H -1.52 0.35 0.64 -0.006
H -1.48 1.70 -0.62 0.002
H -0.92 1.96 1.13 -0.004
H 0.65 -0.12 1.83 -0.012
H 1.74 0.93 -1.51 -0.016

=====

No. 2
14
Properties=species:S:1:pos:R:3:lowdin_charge:R:1 method="wB97M-V/def2-TZVPD" multiplicity=1 homo_energy_ev=-8.18 orbital_gap_ev=8.21 e_above_lowest_kj_mol=430.8
C -1.53 0.07 0.64 -0.131
C 0.53 1.54 0.75 -0.192
C 0.48 -1.48 -1.04 -0.571
N -0.71 1.21 0.06 -0.188
O 1.69 -1.23 -1.53 -0.051
Cl -0.07 -3.09 -1.14 0.636
H -2.40 0.07 0.15 0.026
H -0.95 -0.78 0.65 -0.021
H -1.65 0.12 1.75 0.095
H 1.20 0.60 0.75 0.062
H 1.21 2.15 0.11 0.075
H 0.55 1.93 1.79 0.074
H -0.44 0.85 -0.91 0.089
H 2.11 -1.96 -2.01 0.097

=====

No. 3
14
Properties=species:S:1:pos:R:3:lowdin_charge:R:1 method="wB97M-V/def2-TZVPD" multiplicity=1 homo_energy_ev=-9.33 orbital_gap_ev=10.10 smiles=CN[C@](C)(S)Cl e_above_lowest_kj_mol=146.2
C -0.87 0.77 -1.44 -0.120
N 0.04 -0.34 -0.99 -0.178
C 0.30 -0.48 0.39 -1.101
C 0.67 0.82 1.17 -0.136
S 1.54 -1.86 0.68 0.686
Cl -1.28 -1.20 1.30 0.383
H -1.11 0.78 -2.55 0.107
H -1.70 0.87 -0.79 0.043
H -0.50 1.75 -1.24 0.052
H -0.27 -1.49 -1.41 0.231
H 0.63 0.64 2.23 0.060
H 1.72 1.12 0.95 0.095
H 0.02 1.60 0.84 0.049
H 0.80 -2.95 0.86 -0.170

=====

No. 4
14
Properties=species:S:1:pos:R:3:lowdin_charge:R:1 method="wB97M-V/def2-TZVPD" multiplicity=1 homo_energy_ev=-8.83 orbital_gap_ev=9.40 smiles="CN(C)C=S.Cl" e_above_lowest_kj_mol=15.7
C 0.40 1.44 -0.77 -0.044
N -0.13 0.17 -0.36 -0.284
C -1.29 -0.28 -1.08 -0.080
C 0.43 -0.56 0.60 -0.627
S -0.06 -2.09 0.97 0.667
H 0.74 1.37 -1.81 0.097
H -0.37 2.21 -0.71 0.095
H 1.25 1.73 -0.15 0.096
H -1.05 -0.48 -2.12 0.101
H -1.66 -1.20 -0.62 0.026
H -2.07 0.48 -1.03 0.097
H 1.26 -0.11 1.13 0.018
Cl 1.62 -0.94 3.37 0.208
H 0.92 -1.75 2.58 -0.370

=====

No. 5
15
Properties=species:S:1:pos:R:3:lowdin_charge:R:1 method="wB97M-V/def2-TZVPD" multiplicity=1 homo_energy_ev="-8.89 / -8.88" orbital_gap_ev="7.09 / 7.09" e_above_lowest_kj_mol=405.5
C -0.71 -0.53 -0.45 -0.121
C -0.06 1.52 1.00 -0.116
C 0.27 0.09 0.53 -0.532
O 2.16 -2.68 -0.34 -0.427
P 1.97 0.03 -0.40 0.108
S 2.53 0.98 -1.95 0.260
Cl 3.26 0.18 1.08 0.321
H -1.72 -0.19 -0.35 0.080
H -0.53 -0.23 -1.43 0.045
H -0.78 -1.58 -0.45 0.072
H 0.74 2.03 1.57 0.072
H -0.92 1.26 1.66 0.104
H -0.26 2.21 0.16 0.083
H 0.37 -0.28 1.50 0.076
H 2.84 -3.17 -0.92 -0.025

=====

No. 6
23
Properties=species:S:1:pos:R:3:mulliken_spin:R:1 method="wB97M-V/def2-TZVPD" total_charge=+2 s2=0.77 multiplicity=2 homo_energy_ev="-18.68 / -18.61" orbital_gap_ev="10.05 / 6.10"
Rb -1.82 -0.70 1.95 0.001
C 0.68 -3.53 -2.33 0.000
C 1.34 -2.50 -1.41 0.000
O 2.58 -2.39 -1.37 0.000
N 0.39 -1.67 -0.50 0.000
H -0.60 -1.87 -0.57 0.000
H 0.61 -1.82 0.47 0.000
C 0.42 -0.13 -0.77 0.000
H 0.03 -4.13 -1.70 0.000
H 1.36 -4.21 -2.85 0.000
H 0.07 -3.04 -3.09 0.000
H -0.14 0.29 0.06 -0.002
H -0.04 0.12 -1.73 0.000
H 1.41 0.31 -0.86 0.001
N -1.19 1.95 1.51 0.137
S -1.04 3.11 0.62 -0.116
O 0.25 3.47 -0.05 0.453
O -2.05 4.20 0.64 0.516
F -1.65 2.32 -0.70 -0.005
S -0.34 2.61 2.79 -0.005
O -0.98 3.63 3.60 0.007
O 1.12 2.69 2.57 0.013
F -0.41 1.29 3.71 0.000

=====

No. 7
14
Properties=species:S:1:pos:R:3:lowdin_charge:R:1 method="wB97M-V/def2-TZVPD" multiplicity=1 homo_energy_ev=-8.29 orbital_gap_ev=9.16 smiles=CSC.FCF e_above_lowest_kj_mol=31.6
C 1.63 1.30 -0.01 -0.443
S 2.21 -0.18 -0.86 0.721
C 1.20 -1.41 0.00 -0.434
H 0.56 1.45 -0.17 0.016
H 1.84 1.26 1.06 0.035
H 2.17 2.15 -0.44 0.027
H 1.42 -1.42 1.07 0.039
H 0.13 -1.22 -0.16 -0.006
H 1.44 -2.39 -0.41 0.030
F -1.42 -0.61 -0.19 -0.024
C -2.54 0.13 0.04 -0.238
F -3.34 0.07 -1.05 0.021
H -2.24 1.17 0.21 0.126
H -3.07 -0.30 0.90 0.129

=====

No. 8
14
Properties=species:S:1:pos:R:3:lowdin_charge:R:1 method="wB97M-V/def2-TZVPD" total_charge=+1 multiplicity=1 homo_energy_ev=-14.37 orbital_gap_ev=9.14 e_above_lowest_kj_mol=280.0
C 1.51 -0.79 -0.03 -0.276
C -2.16 0.57 -0.28 -0.057
C -1.61 -0.56 0.41 -0.083
N 2.84 -0.53 -0.08 0.140
N 0.61 0.01 0.40 0.114
F -1.46 -1.70 -0.24 0.131
H 1.38 -1.77 -0.02 0.092
H -1.68 0.75 -1.27 0.116
H -3.31 0.47 -0.35 0.151
H -2.16 1.56 0.37 0.149
H -1.71 -0.57 1.55 0.176
H 3.59 -1.17 -0.39 0.143
H 3.06 0.44 -0.20 0.103
H 1.02 0.95 0.32 0.102

=====

No. 9
16
Properties=species:S:1:pos:R:3:lowdin_charge:R:1 method="wB97M-V/def2-TZVPD" multiplicity=1 homo_energy_ev=-9.74 orbital_gap_ev=10.47 e_above_lowest_kj_mol=276.6
N 1.16 1.95 -0.45 0.041
N 0.44 0.69 -0.11 -0.270
C 1.20 -0.07 0.86 -0.171
N 1.81 -1.23 0.56 0.052
O 1.35 -1.59 -0.72 -0.097
C -0.97 0.84 0.13 -0.186
C -1.60 -0.51 -0.19 -0.177
F -2.96 -0.35 0.14 -0.089
H 1.35 2.52 0.42 0.092
H 2.07 1.73 -1.00 0.117
H 1.33 0.36 1.88 0.122
H 0.90 -0.87 -1.14 0.038
H -1.38 1.58 -0.62 0.136
H -1.32 1.30 1.10 0.134
H -1.61 -0.79 -1.29 0.137
H -1.21 -1.39 0.36 0.120

=====

No. 10
14
Properties=species:S:1:pos:R:3:lowdin_charge:R:1 method="wB97M-V/def2-TZVPD" multiplicity=1 homo_energy_ev=-8.84 orbital_gap_ev=9.89 e_above_lowest_kj_mol=512.4
C -2.03 0.93 -0.23 -0.028
C 0.71 -1.27 0.77 -0.037
C 1.62 -0.59 0.09 -0.343
N -2.01 -0.24 0.19 -0.010
O 1.97 -0.76 -1.17 0.002
F -2.24 -1.17 -0.81 -0.098
H -2.19 1.38 -1.19 0.079
H -1.99 1.65 0.54 0.066
H 0.68 2.57 -2.22 0.007
H 0.33 -2.22 0.49 0.046
H 0.45 -0.94 1.80 0.069
H 2.33 0.18 0.51 0.131
H 0.67 2.36 -3.04 0.015
H 1.58 -1.62 -1.37 0.102

=====

No. 11
14
Properties=species:S:1:pos:R:3:lowdin_charge:R:1 method="wB97M-V/def2-TZVPD" multiplicity=1 homo_energy_ev=-8.40 orbital_gap_ev=9.23 smiles="CPCF.C=O" e_above_lowest_kj_mol=503.1
C 0.09 0.29 1.52 -0.336
P -0.32 -0.67 -0.04 0.891
C -2.07 -1.65 -0.35 -0.477
F -2.58 -2.62 0.30 -0.012
H 1.13 0.03 1.74 0.003
H 0.15 1.31 1.17 0.012
H -0.28 0.13 2.52 0.023
H -0.98 0.03 -0.74 -0.201
H -2.72 -0.74 -0.37 0.058
H -1.97 -1.93 -1.44 0.085
C 2.37 1.35 -1.02 -0.298
O 2.60 0.61 -0.26 0.046
H 1.42 2.08 -1.20 0.105
H 3.15 1.79 -1.84 0.100

=====

No. 12
14
Properties=species:S:1:pos:R:3:mulliken_spin:R:1 method="wB97M-V/def2-TZVPD" s2=0.76 multiplicity=2 homo_energy_ev="-8.20 / -7.97" orbital_gap_ev="8.80 / 6.44"
C 2.06 0.21 0.47 -0.001
C 1.02 -0.77 0.96 -0.002
O 0.16 -0.13 1.91 -0.023
C -0.47 -1.02 2.81 0.004
Ga 1.02 1.58 2.46 0.666
H 3.00 0.42 1.55 -0.008
H 2.25 -0.09 -0.57 0.002
H 1.48 -1.65 1.44 0.001
H 0.38 -1.14 0.14 0.004
H -1.07 -0.42 3.50 0.002
H -1.10 -1.73 2.24 0.001
H 0.26 -1.60 3.39 0.001
O 2.71 1.25 2.84 0.350
H 2.23 1.26 0.20 0.004

=====

No. 13
15
Properties=species:S:1:pos:R:3:lowdin_charge:R:1 method="wB97M-V/def2-TZVPD" total_charge=+1 multiplicity=1 homo_energy_ev=-13.16 orbital_gap_ev=9.21 smiles=O[C@@H](CI)[NH2+]CI e_above_lowest_kj_mol=109.2
O -0.47 -1.59 0.50 0.029
C -0.69 -0.38 -0.05 -0.372
C -1.76 0.53 0.67 -0.483
I -3.81 -0.02 -0.01 0.802
N 0.74 0.51 0.23 -0.035
C 1.63 0.07 -0.79 -0.611
I 3.74 0.30 -0.15 0.823
H 0.00 -2.33 0.03 0.165
H -0.65 -0.32 -1.11 0.135
H -1.67 1.46 0.15 0.023
H -1.77 0.46 1.70 0.032
H 1.14 0.32 1.20 0.170
H 0.46 1.54 0.24 0.194
H 1.51 -1.07 -0.91 0.092
H 1.59 0.53 -1.71 0.038

=====

No. 14
14
Properties=species:S:1:pos:R:3:lowdin_charge:R:1 method="wB97M-V/def2-TZVPD" total_charge=+1 multiplicity=1 homo_energy_ev=-14.44 orbital_gap_ev=8.59 e_above_lowest_kj_mol=285.5
C 0.64 1.86 0.23 -0.029
C -0.08 0.69 -0.44 -0.439
C -1.07 0.05 0.38 -0.503
N -0.17 -2.14 -0.02 0.155
N 1.30 0.53 0.01 0.013
I -3.06 0.02 -0.15 1.068
H 1.11 2.65 -0.41 0.132
H 0.57 2.11 1.37 0.157
H -0.13 0.58 -1.48 0.123
H -0.88 -0.02 1.39 0.038
H 0.08 -2.11 -0.98 0.067
H 0.62 -1.86 0.56 0.074
H 1.85 0.43 -0.82 0.104
H -0.77 -2.79 0.35 0.038

=====

No. 15
14
Properties=species:S:1:pos:R:3:lowdin_charge:R:1 method="wB97M-V/def2-TZVPD" total_charge=+1 multiplicity=1 homo_energy_ev=-14.69 orbital_gap_ev=9.74 e_above_lowest_kj_mol=239.9
C 0.61 -1.15 0.73 -0.037
C -0.32 -0.01 1.12 -0.367
C -0.98 0.38 -0.04 -0.748
N -0.38 1.35 -0.64 0.148
N 1.09 0.18 1.15 0.060
I -3.00 -0.02 -0.49 1.054
H 0.55 -2.04 1.33 0.128
H 0.79 -1.36 -0.27 0.061
H -0.96 -0.11 1.98 0.155
H 0.30 -0.48 -2.73 0.035
H 0.42 1.85 -0.17 0.175
H -0.72 1.82 -1.48 0.138
H 1.58 0.24 2.05 0.147
H 1.03 -0.65 -2.55 0.049

=====

No. 16
15
Properties=species:S:1:pos:R:3:lowdin_charge:R:1 method="wB97M-V/def2-TZVPD" total_charge=+1 multiplicity=1 homo_energy_ev="-12.51 / -11.58" orbital_gap_ev="8.79 / 5.66" e_above_lowest_kj_mol=410.0
C 0.85 0.88 0.92 -0.194
C 0.84 -1.28 2.08 -0.004
C -1.84 0.68 -4.00 -0.489
N 1.46 -0.21 1.31 0.041
N -0.44 1.14 0.96 -0.452
S -1.19 2.46 0.30 0.569
I -1.00 2.08 -2.77 0.929
H 1.45 1.66 0.50 0.144
H 0.40 -0.84 2.97 0.109
H 0.25 -1.67 1.34 0.074
H 1.45 -2.10 2.43 0.113
H -2.71 1.07 -4.48 -0.043
H -1.58 -0.23 -4.39 -0.050
H 2.41 -0.22 1.23 0.130
H -0.98 0.43 1.49 0.123

=====

No. 17
15
Properties=species:S:1:pos:R:3:lowdin_charge:R:1 method="wB97M-V/def2-TZVPD" multiplicity=1 homo_energy_ev=-8.29 orbital_gap_ev=8.98 smiles="C=C(C)I.NSO" e_above_lowest_kj_mol=135.8
C 0.08 -1.04 1.02 -0.128
C 0.77 -0.89 -0.08 -0.908
C 0.54 -1.47 -1.43 -0.200
I 2.61 0.11 -0.01 0.847
H -0.69 -1.85 1.17 0.088
H 0.32 -0.55 2.03 0.072
H 1.18 -2.35 -1.59 0.076
H -0.57 -1.77 -1.55 0.118
H 0.90 -0.89 -2.20 0.021
N -0.42 2.34 1.29 -0.366
S -0.51 2.14 -0.34 0.780
O -1.30 0.70 -0.70 -0.513
H -1.18 2.70 1.88 0.047
H 0.20 1.87 1.93 0.013
H -1.94 0.94 -1.43 0.052

=====

No. 18
14
Properties=species:S:1:pos:R:3:lowdin_charge:R:1 method="wB97M-V/def2-TZVPD" multiplicity=1 homo_energy_ev="-7.15 / -8.02" orbital_gap_ev="6.36 / 7.67" e_above_lowest_kj_mol=288.0
C -0.01 1.14 -0.70 -0.192
C -0.88 -0.71 1.38 -0.362
C -0.42 -0.16 -1.25 -0.476
N 1.53 -1.46 -0.24 -0.578
S -1.52 -1.01 -0.29 0.853
I 3.16 -0.39 -0.88 0.625
H 1.00 1.28 -0.95 -0.041
H -0.22 1.24 0.37 0.059
H -0.56 1.89 -1.26 0.096
H 0.23 -1.03 1.16 0.032
H -1.44 -1.49 1.93 0.038
H -1.08 0.30 1.65 0.010
H -0.45 -0.57 -2.24 0.058
H 1.54 -2.27 -0.80 -0.122

=====

| no. | largest force on an atom (Eh/bohr) |
| --- | --- |
| 1 | 0.086 |
| 2 | 0.120 |
| 3 | 0.104 |
| 4 | 0.023 |
| 5 | 0.057 |
| 6 | 0.240 |
| 7 | 0.025 |
| 8 | 0.086 |
| 9 | 0.106 |
| 10 | 0.058 |
| 11 | 0.286 |
| 12 | 0.074 |
| 13 | 0.093 |
| 14 | 0.088 |
| 15 | 0.068 |
| 16 | 0.064 |
| 17 | 0.066 |
| 18 | 0.060 |